Below is a cluster of 2 separate species, CH3F2OP in total at a distorted geometry, with properties calculated with wB97M-V/def2-TZVPD.

ΔE to the lowest compared entry with this formula, charge and spin: 3.909 eV
E_LUMO (spin up / spin down): -0.93 / -1.63 eV
Total charge: 0
HOMO energy (spin up / spin down): -10.3 / -8.5 eV
Orbital gap (spin up / spin down): 0.3447 / 0.2507 Ha

Geometry (Å):
C (-1.429, 0.077, 0.057)
O (-0.218, 0.714, 0.289)
F (2.253, -1.272, 0.347)
F (2.809, 1.105, 0.107)
P (2.209, -0.100, -0.748)
H (-1.376, -0.870, -0.483)
H (-2.217, 0.541, -0.557)
H (-2.031, -0.196, 0.987)


Below is a cluster of 3 separate species, CH3F2OPS in total at a distorted geometry, with properties calculated with wB97M-V/def2-TZVPD.

ΔE to the lowest compared entry with this formula, charge and spin: 2.854 eV
E_LUMO: -0.60 eV
Total charge: 0
HOMO energy: -9.5 eV
SMILES: FP=S.C=O.F
Orbital gap: 0.3255 Ha

Geometry (Å):
F (0.331, -1.396, -1.814)
P (0.929, -1.123, -0.283)
S (0.195, -2.561, 0.765)
C (-0.947, 1.188, -1.379)
O (-0.550, 0.690, -0.384)
H (-0.429, 1.313, -2.310)
H (-1.928, 1.875, -1.305)
F (0.987, -0.033, 3.766)
H (1.412, 0.046, 2.944)


Below is an isolated molecule of CH3F2P at a distorted geometry, with properties calculated with wB97M-V/def2-TZVPD.

ΔE to the lowest compared entry with this formula, charge and spin: 1.012 eV
E_LUMO: 0.68 eV
Total charge: 0
HOMO energy: -11.0 eV
SMILES: FC(F)P
Orbital gap: 0.4289 Ha

Geometry (Å):
F (1.145, -1.187, 0.537)
C (0.457, -0.373, -0.125)
F (1.488, 0.860, -0.549)
P (-0.753, 0.483, 0.979)
H (0.399, -0.695, -1.210)
H (-0.874, 1.368, -0.166)
H (-1.863, -0.457, 0.535)


Below is an isolated molecule of CH3F2PS at a distorted geometry, with properties calculated with wB97M-V/def2-TZVPD.

ΔE to the lowest compared entry with this formula, charge and spin: 3.095 eV
E_LUMO: 0.69 eV
Total charge: 0
HOMO energy: -9.8 eV
SMILES: FC(F)(P)S
Orbital gap: 0.3870 Ha

Geometry (Å):
F (2.162, -0.809, -1.161)
C (1.600, -0.438, 0.000)
F (2.485, -0.646, 0.963)
P (-0.134, -1.437, 0.265)
S (1.282, 1.417, 0.068)
H (-0.773, -0.421, -0.505)
H (0.323, -2.113, -0.833)
H (2.230, 1.538, 0.843)


Below is a cluster of 2 separate species, CH3F3NP in total at a distorted geometry, with properties calculated with wB97M-V/def2-TZVPD.

ΔE to the lowest compared entry with this formula, charge and spin: 1.294 eV
E_LUMO: 0.66 eV
Total charge: 0
HOMO energy: -8.4 eV
SMILES: NP=C(F)F.F
Orbital gap: 0.3341 Ha

Geometry (Å):
N (-0.693, -1.078, 0.046)
P (-1.278, -0.221, -1.263)
C (-0.345, 1.184, -1.008)
F (-0.609, 2.349, -1.660)
F (0.542, 1.359, -0.020)
H (0.318, -0.834, 0.158)
H (-0.925, -2.073, -0.071)
F (1.860, -0.465, 1.643)
H (1.130, -0.220, 2.175)


Below is a cluster of 2 separate species, CH3F3Si in total at a distorted geometry, with properties calculated with wB97M-V/def2-TZVPD.

ΔE to the lowest compared entry with this formula, charge and spin: 9.026 eV
E_LUMO: -0.99 eV
Total charge: 0
HOMO energy: -8.8 eV
Orbital gap: 0.2869 Ha

Geometry (Å):
C (0.489, 0.690, -1.844)
F (0.548, -0.108, -0.752)
F (0.742, 1.928, -1.510)
F (1.555, 0.313, -2.584)
Si (-0.375, -0.874, 2.856)
H (-1.506, -0.284, 3.711)
H (-0.336, 0.339, -2.498)
H (-1.118, -2.005, 2.621)


Below is a cluster of 2 separate species, CH3FIN in total at a distorted geometry, with properties calculated with wB97M-V/def2-TZVPD.

Spin multiplicity: 3
ΔE to the lowest compared entry with this formula, charge and spin: 0.198 eV
E_LUMO (spin up / spin down): 0.48 / -2.08 eV
Total charge: 0
HOMO energy (spin up / spin down): -8.2 / -9.7 eV
Orbital gap (spin up / spin down): 0.3190 / 0.2814 Ha
Expectation value of S²: 2.01

Geometry (Å):
C (1.470, -0.719, -0.732)
N (-1.152, 0.888, 0.498)
F (1.554, -1.348, 0.421)
I (0.943, -1.883, -2.293)
H (-0.443, 0.320, 1.080)
H (-1.704, 1.432, 1.290)
H (-0.668, 1.310, -0.264)


Below is an isolated molecule of CH3FINS at a distorted geometry, with properties calculated with wB97M-V/def2-TZVPD.

ΔE to the lowest compared entry with this formula, charge and spin: 0.928 eV
E_LUMO (spin up / spin down): -1.64 / -2.00 eV
Total charge: 0
HOMO energy (spin up / spin down): -9.1 / -8.9 eV
Orbital gap (spin up / spin down): 0.2753 / 0.2551 Ha

Geometry (Å):
C (0.113, -0.718, 1.060)
N (-0.688, -0.256, 0.000)
F (0.886, 0.029, -2.170)
S (-0.617, 0.289, -1.387)
I (-0.409, 3.216, -1.411)
H (0.625, -1.783, 0.668)
H (-0.660, -0.831, 1.918)
H (0.751, 0.055, 1.322)


Below is an isolated molecule of CH3FNOPS at a distorted geometry, with properties calculated with wB97M-V/def2-TZVPD.

ΔE to the lowest compared entry with this formula, charge and spin: 0.550 eV
E_LUMO: -0.15 eV
Total charge: 0
HOMO energy: -9.8 eV
SMILES: O=C(P)NSF
Orbital gap: 0.3544 Ha

Geometry (Å):
O (2.279, 0.596, 0.183)
C (1.316, -0.111, 0.045)
P (-0.174, 0.608, -0.896)
N (1.187, -1.413, 0.401)
S (2.508, -2.370, 1.103)
F (2.018, -2.226, 2.689)
H (-1.318, -0.028, -0.110)
H (0.056, 1.863, -0.259)
H (0.223, -1.675, 0.481)


Below is a cluster of 2 separate species, CH3FO2P in total at a distorted geometry, with properties calculated with wB97M-V/def2-TZVPD.

ΔE to the lowest compared entry with this formula, charge and spin: 3.057 eV
E_LUMO: 3.94 eV
Total charge: -1
HOMO energy: -4.9 eV
Orbital gap: 0.3258 Ha

Geometry (Å):
C (-0.349, -0.160, 0.518)
O (0.254, 2.278, -0.593)
O (-0.664, 0.525, -2.167)
F (1.443, -1.929, 0.987)
P (-0.245, 0.901, -0.857)
H (-1.129, -0.874, 0.573)
H (0.516, -1.041, 0.242)
H (0.174, 0.301, 1.296)


Below is an isolated molecule of CH3FOS at a distorted geometry, with properties calculated with wB97M-V/def2-TZVPD.

ΔE to the lowest compared entry with this formula, charge and spin: 2.117 eV
E_LUMO: 0.81 eV
Total charge: 0
HOMO energy: -8.9 eV
SMILES: FCOS
Orbital gap: 0.3558 Ha

Geometry (Å):
F (0.722, 1.553, 0.094)
C (0.867, 0.284, -0.287)
O (-0.652, -0.290, -0.805)
S (-1.868, -0.082, 0.228)
H (1.131, -0.506, 0.610)
H (1.509, 0.117, -1.054)
H (-1.709, -1.076, 1.215)


Below is a cluster of 2 separate species, CH3FOS in total at a distorted geometry, with properties calculated with wB97M-V/def2-TZVPD.

Spin multiplicity: 3
ΔE to the lowest compared entry with this formula, charge and spin: 0.336 eV
E_LUMO (spin up / spin down): 0.71 / -3.39 eV
Total charge: 0
HOMO energy (spin up / spin down): -7.3 / -11.1 eV
Orbital gap (spin up / spin down): 0.2935 / 0.2832 Ha
Expectation value of S²: 2.01

Geometry (Å):
C (-1.038, -0.808, 0.644)
O (1.569, 1.156, -1.213)
F (-0.449, -1.979, 0.753)
S (-0.965, 0.271, 1.828)
H (-1.414, -0.786, -0.354)
H (1.339, 0.246, -0.753)
H (0.958, 1.900, -0.906)


Below is a cluster of 2 separate species, CH3FS in total at a distorted geometry, with properties calculated with wB97M-V/def2-TZVPD.

ΔE to the lowest compared entry with this formula, charge and spin: 2.213 eV
E_LUMO: 0.48 eV
Total charge: 0
HOMO energy: -9.4 eV
Orbital gap: 0.3620 Ha

Geometry (Å):
C (0.431, 0.005, -0.178)
F (0.379, 0.843, -1.161)
S (-0.420, 0.372, 1.316)
H (-0.287, -1.439, -0.743)
H (1.418, -0.259, 0.074)
H (-1.521, 0.478, 0.693)


Below is an isolated molecule of CH3I at a distorted geometry, with properties calculated with wB97M-V/def2-TZVPD.

ΔE to the lowest compared entry with this formula, charge and spin: 0.297 eV
E_LUMO: 0.33 eV
Total charge: 0
HOMO energy: -9.4 eV
SMILES: CI
Orbital gap: 0.3586 Ha

Geometry (Å):
C (-0.263, 0.009, 0.054)
I (1.911, 0.005, 0.022)
H (-0.441, -1.064, 0.075)
H (-0.787, 0.586, 0.856)
H (-0.420, 0.464, -1.007)


Below is a structure of composition CH3I2N at a distorted geometry, with properties calculated with wB97M-V/def2-TZVPD.

ΔE to the lowest compared entry with this formula, charge and spin: 1.153 eV
E_LUMO: -1.28 eV
Total charge: 0
HOMO energy: -9.1 eV
Orbital gap: 0.2873 Ha

Geometry (Å):
C (0.773, 0.003, 0.002)
N (-0.638, 0.075, -0.544)
I (-1.737, -1.699, 0.102)
I (-1.710, 1.825, 0.102)
H (1.157, 0.911, 0.070)
H (0.946, -0.374, 0.939)
H (1.210, -0.741, -0.671)


Below is an isolated molecule of CH3I2O2P at a distorted geometry, with properties calculated with wB97M-V/def2-TZVPD.

Spin multiplicity: 3
ΔE to the lowest compared entry with this formula, charge and spin: 1.235 eV
E_LUMO (spin up / spin down): -0.33 / -3.60 eV
Total charge: 0
HOMO energy (spin up / spin down): -7.8 / -9.6 eV
Orbital gap (spin up / spin down): 0.2743 / 0.2211 Ha
Expectation value of S²: 2.01

Geometry (Å):
C (0.135, -0.226, 0.086)
O (2.046, 0.029, 2.322)
O (2.450, -1.177, -0.024)
P (1.797, 0.096, 0.700)
I (4.417, -1.264, 0.008)
I (2.911, 2.179, -0.064)
H (0.185, 0.072, -1.002)
H (-0.057, -1.226, 0.051)
H (-0.740, 0.357, 0.671)


Below is an isolated molecule of CH3I3Si at a distorted geometry, with properties calculated with wB97M-V/def2-TZVPD.

ΔE to the lowest compared entry with this formula, charge and spin: 0.501 eV
E_LUMO: -0.96 eV
Total charge: 0
HOMO energy: -9.4 eV
SMILES: C[Si](I)(I)I
Orbital gap: 0.3115 Ha

Geometry (Å):
C (-0.086, 0.285, 0.407)
Si (-1.143, -0.395, 1.756)
I (-3.206, 0.973, 2.038)
I (-1.875, -2.992, 1.705)
I (0.328, -0.405, 3.807)
H (-0.370, -0.018, -0.498)
H (-0.096, 1.353, 0.386)
H (1.058, -0.041, 0.509)


Below is an isolated molecule of CH3IN2 at a distorted geometry, with properties calculated with wB97M-V/def2-TZVPD.

ΔE to the lowest compared entry with this formula, charge and spin: 1.417 eV
E_LUMO: 0.17 eV
Total charge: 0
HOMO energy: -8.0 eV
Orbital gap: 0.3014 Ha

Geometry (Å):
C (-0.567, -0.581, -0.078)
N (1.592, 0.614, -0.008)
N (0.281, 0.488, -0.004)
I (-2.658, -0.116, 0.005)
H (-0.476, -1.549, 0.176)
H (2.060, -0.309, 0.096)
H (-0.232, 1.453, -0.187)


Below is a structure of composition CH3IN4 at a distorted geometry, with properties calculated with wB97M-V/def2-TZVPD.

ΔE to the lowest compared entry with this formula, charge and spin: 1.386 eV
E_LUMO: 0.37 eV
Total charge: 0
HOMO energy: -9.7 eV
Orbital gap: 0.3715 Ha

Geometry (Å):
C (1.617, 0.929, -0.186)
N (0.638, 0.896, -1.080)
N (-0.156, 1.849, -0.770)
N (1.316, 1.784, 0.816)
N (0.201, 2.343, 0.408)
I (3.349, -0.142, -0.004)
H (-0.315, -1.176, -0.307)
H (-0.693, -1.778, 0.103)
H (-0.309, 3.046, 0.948)


Below is a cluster of 2 separate species, CH3INOP in total at a distorted geometry, with properties calculated with wB97M-V/def2-TZVPD.

ΔE to the lowest compared entry with this formula, charge and spin: 3.146 eV
E_LUMO (spin up / spin down): -1.01 / -1.01 eV
Total charge: 0
HOMO energy (spin up / spin down): -8.0 / -8.0 eV
Orbital gap (spin up / spin down): 0.2582 / 0.2581 Ha

Geometry (Å):
C (0.385, -0.359, -1.088)
N (-0.149, -1.412, -0.883)
O (1.058, 0.765, 0.602)
P (-0.109, 0.896, 1.596)
I (0.991, 0.802, -2.608)
H (-0.269, -1.841, 0.028)
H (-0.772, -0.370, 1.517)
H (-1.135, 1.518, 0.837)